The following is a quantum chemistry calculation of a molecular structure, C10H21CdN3P at a distorted geometry, from the Open Molecules 2025 dataset.

Positions of all 36 atoms, in Å:
C: 0.270 0.709 -3.898
C: 0.054 -0.068 -5.002
C: -0.279 -1.449 -5.059
C: -0.380 -2.382 -3.985
C: -0.271 -2.135 -2.651
Cd: -0.167 -0.154 -1.989
P: 0.022 2.724 -1.733
H: 0.660 1.730 -4.081
H: 0.164 0.404 -6.000
H: -0.407 -1.854 -6.069
H: -0.251 -2.993 -1.958
H: -0.558 -3.420 -4.337
H: -0.977 3.245 -0.867
H: 0.052 3.788 -2.686
H: 1.183 3.030 -0.951
C: 0.699 2.326 1.842
N: 0.381 1.077 2.514
C: 0.235 1.179 3.956
C: 0.151 -0.057 1.759
N: 0.436 -0.053 0.459
N: -0.379 -1.198 2.278
C: -0.472 -1.650 3.661
C: -0.634 -2.246 1.307
H: 0.867 3.106 2.593
H: -0.106 2.630 1.156
H: 1.608 2.209 1.244
H: -0.785 0.948 4.288
H: 0.960 0.544 4.481
H: 0.454 2.220 4.238
H: 1.092 0.703 0.267
H: -1.484 -2.062 3.807
H: 0.260 -2.458 3.842
H: -0.306 -0.872 4.398
H: -1.470 -1.963 0.656
H: 0.247 -2.396 0.673
H: -0.872 -3.162 1.846

Results
HOMO-LUMO gap (eV): 3.0
LUMO (eV): 2.301
Charge: -1

=====

The following is a quantum chemistry calculation of a molecular structure, C10H21CeClNO2P2S at a distorted geometry, from the Open Molecules 2025 dataset.

Positions of all 39 atoms, in Å:
C: 2.412 -1.071 -4.512
C: 1.849 -0.790 -3.185
H: 1.886 -1.917 -4.967
H: 3.478 -1.318 -4.416
H: 2.320 -0.187 -5.160
O: 0.804 -1.272 -2.663
Cl: 2.692 0.480 -2.206
Ce: 0.265 -0.077 -0.558
P: 1.225 -1.379 1.724
C: 0.714 -2.864 2.630
C: 2.464 -2.033 0.542
H: 3.168 -2.499 1.252
H: 2.980 -1.321 3.326
H: 2.985 -1.262 -0.055
H: 2.783 0.310 2.571
H: 0.148 -3.552 1.982
H: 2.066 -2.798 -0.142
C: 2.257 -0.561 2.991
H: 1.628 -3.361 3.004
H: 1.629 -0.223 3.824
H: 0.072 -2.595 3.478
P: -1.852 1.693 -0.451
C: -3.656 1.482 -0.363
C: -1.747 3.394 0.216
H: -0.576 2.255 -2.529
H: -2.275 2.870 -2.409
H: -1.939 1.157 -2.884
C: -1.614 1.998 -2.260
H: -0.722 3.786 0.162
H: -2.426 4.001 -0.404
H: -4.106 2.331 -0.904
H: -3.988 1.479 0.678
H: -2.054 3.407 1.268
H: -3.963 0.531 -0.813
C: -1.453 -1.169 0.457
O: -2.330 -1.552 1.122
S: -0.509 1.236 2.371
C: -1.836 0.813 3.297
N: -2.778 0.576 3.986

Results
HOMO-LUMO gap (spin up / spin down) (eV): 5.3 / 5.3
LUMO (spin up / spin down) (eV): -13.109 / -13.100
Charge: +3

=====

The following is a quantum chemistry calculation of a molecular structure, C10H21ClCoNO2P2Se at a distorted geometry, from the Open Molecules 2025 dataset.

Positions of all 39 atoms, in Å:
C: 0.177 -0.069 -3.975
C: 0.955 -0.190 -2.750
H: 0.723 0.006 -4.947
H: -0.432 0.834 -3.880
H: -0.497 -0.926 -4.074
O: 2.050 -0.587 -2.458
Cl: -2.174 -0.084 -0.573
Co: 0.007 0.050 -0.200
P: -0.175 2.235 0.250
C: 0.987 3.079 1.373
C: -0.111 3.041 -1.361
H: 0.098 4.110 -1.222
H: -2.076 3.611 0.940
H: -1.072 2.893 -1.873
H: -2.553 1.956 0.411
H: 2.021 2.769 1.170
H: 0.692 2.583 -1.958
C: -1.820 2.545 0.978
H: 0.904 4.168 1.246
H: -1.830 2.166 2.008
H: 0.740 2.816 2.410
P: 0.073 -2.121 0.440
C: 1.238 -2.808 1.672
C: -1.547 -2.622 1.139
H: -0.629 -3.131 -1.608
H: 0.492 -4.201 -0.682
H: 1.135 -2.814 -1.627
C: 0.297 -3.176 -1.020
H: -2.334 -2.159 0.530
H: -1.656 -3.716 1.127
H: 1.228 -3.909 1.619
H: 0.945 -2.488 2.685
H: -1.651 -2.234 2.162
H: 2.256 -2.445 1.465
C: 1.720 0.180 0.174
O: 2.877 0.264 0.375
Se: -0.498 0.090 4.915
C: -0.299 0.131 3.151
N: -0.258 0.151 1.971

Results
Spin multiplicity: 5
HOMO-LUMO gap (spin up / spin down) (eV): 6.6 / 6.4
LUMO (spin up / spin down) (eV): -8.126 / -10.008
Charge: +2

=====

The following is a quantum chemistry calculation of a gas-phase ion, C10H21ClN3 (charge +1) at a distorted geometry, from the Open Molecules 2025 dataset.

Positions of all 35 atoms, in Å:
C: -1.131 2.083 1.060
N: -1.483 0.791 0.486
C: -2.688 0.224 1.063
C: -3.313 -0.795 0.157
C: -2.312 -1.704 -0.487
N: -1.140 -0.991 -0.947
C: -0.494 -1.606 -2.087
C: -0.726 0.172 -0.427
C: 0.489 0.848 -1.020
C: 1.874 0.273 -0.744
Cl: 3.044 1.147 -1.879
N: 2.332 0.291 0.644
C: 2.726 -1.009 1.145
C: 3.357 1.287 1.012
H: -0.924 2.815 0.269
H: -2.001 2.444 1.625
H: -0.274 2.013 1.754
H: -2.486 -0.185 2.069
H: -3.399 1.043 1.213
H: -4.045 -1.389 0.712
H: -3.855 -0.265 -0.636
H: -2.028 -2.533 0.179
H: -2.775 -2.160 -1.365
H: -0.408 -0.908 -2.923
H: 0.495 -2.013 -1.848
H: -1.121 -2.433 -2.413
H: 0.362 0.883 -2.113
H: 0.559 1.877 -0.650
H: 1.970 -0.770 -1.094
H: 3.091 -0.889 2.176
H: 1.888 -1.707 1.139
H: 3.541 -1.427 0.546
H: 3.632 1.111 2.063
H: 4.265 1.166 0.409
H: 2.978 2.315 0.913

Results
SMILES: CN1CCC[N+](C)=C1C[C@@H](Cl)N(C)C
HOMO-LUMO gap (eV): 9.1
LUMO (eV): -2.923
Charge: +1